[1]
Formula: C4H7N7
Source: the Open Molecules 2025 dataset
Level of theory: ωB97M-V with the def2-TZVPD basis set

Last column: Mulliken spin population.
CARTESIAN COORDINATES (ANGSTROEM)
C1 -0.5353 2.8715 -0.8037  0.067
C2 -0.8558 1.6161 -0.2326  1.346
C3 1.5968 -0.7431 2.0816  0.015
C4 -1.1892 -0.7272 -0.8443  0.017
N1 0.1470 4.8756 -0.8509  0.042
N2 0.1735 3.7773 -0.0814  0.060
N3 -0.8580 3.3334 -1.9631  0.110
N4 -0.4478 4.6185 -1.9457  -0.013
N5 1.2435 1.3830 1.0994  0.025
N6 1.4247 0.3766 1.6000  0.040
N7 -0.8504 0.6547 -1.1350  0.237
H1 2.1588 -1.0614 2.9514  0.005
H2 1.0098 -1.6160 1.6233  0.011
H3 0.4025 3.6402 0.8703  0.000
H4 -0.3904 -0.8936 -0.1901  0.024
H5 -1.1375 -1.3437 -1.7236  0.003
H6 -2.0867 -0.7021 -0.2713  -0.015
H7 -0.9674 0.9868 -2.1299  0.026

Results
**Orbital gap (alpha / beta)**: 7.0 / 7.5 eV
**Expectation value of S²**: 2.012
**ΔE to the lowest compared entry with this formula, charge and spin**: 101.57 kJ/mol
**2S+1**: 3
**Total energy**: -539.6278 Eh
**HOMO (alpha / beta)**: -6.6 / -9.2 eV
**LUMO (alpha / beta)**: 0.43 / -1.71 eV

[2]
Formula: C5H8N2S
Source: the Open Molecules 2025 dataset
Level of theory: ωB97M-V with the def2-TZVPD basis set

Last column: natural (NBO) charge in e.
CARTESIAN COORDINATES (ANGSTROEM)
C1 2.6029 1.7110 -0.7276  -0.629
C2 2.1945 1.0267 0.6881  -0.219
C3 -0.3285 0.7583 -0.0639  -0.312
C4 -1.1038 -0.4545 -0.1373  0.053
C5 0.8952 -1.2125 0.1192  0.307
H1 2.6899 1.0724 -1.5406  0.218
H2 3.5747 2.0942 -0.6192  0.212
H3 1.9573 2.5619 -1.2076  0.215
H4 3.1902 0.6313 1.0470  0.235
H5 1.7494 1.7762 1.5850  0.222
H6 -0.3418 1.2569 -1.0340  0.245
H7 -0.5828 1.5799 0.6601  0.248
H8 1.7319 -1.9413 0.3885  0.220
N1 0.9985 0.1102 0.3665  -0.401
N2 -0.3626 -1.5990 -0.3216  -0.523
S1 -2.7488 -0.5990 0.0710  -0.090

Results
**Orbital gap**: 7.9 eV
**Structure (SMILES)**: CCN1C=NC(=S)C1
**ΔE to the lowest compared entry with this formula, charge and spin**: 268.29 kJ/mol
**Total energy**: -702.9278 Eh
**HOMO**: -8.0 eV
**LUMO**: -0.03 eV

[3]
Formula: C3H14N2O2
Source: the Open Molecules 2025 dataset
Level of theory: ωB97M-V with the def2-TZVPD basis set

Last column: natural (NBO) charge in e.
CARTESIAN COORDINATES (ANGSTROEM)
C1 -2.4408 -0.4362 -0.4427  -0.234
C2 -1.0918 -0.5099 0.1070  -0.424
C3 -0.1592 -1.4070 -0.7416  -0.254
N1 1.0997 -1.4518 -0.0022  -0.850
N2 -2.5596 -0.1142 -1.9153  -0.862
H1 -2.8319 -1.4824 -0.2730  0.184
H2 -3.1819 0.2297 0.0620  0.200
H3 -0.5450 0.3487 0.4036  0.198
H4 -1.1717 -0.9073 1.2162  0.205
H5 -0.1620 -1.0715 -1.8413  0.192
H6 -0.6909 -2.2465 -1.1182  0.198
H7 1.3858 -2.3740 0.2770  0.366
H8 1.8503 -1.0658 -0.3978  0.360
H9 -2.6523 -0.9626 -2.3780  0.361
H10 -1.9120 0.5811 -2.2295  0.366
H11 0.9351 0.0471 1.8009  0.493
H12 2.2933 -0.3362 2.6525  0.482
O1 1.5455 0.2393 2.4868  -0.981
H13 3.1956 5.0008 0.5088  0.464
H14 3.3486 3.5508 0.8009  0.465
O2 3.7453 4.3682 1.0236  -0.929

Results
**Orbital gap**: 9.7 eV
**Structure (SMILES)**: NCCCN.O.O
**ΔE to the lowest compared entry with this formula, charge and spin**: 237.15 kJ/mol
**Total energy**: -382.6094 Eh
**HOMO**: -9.1 eV
**LUMO**: 0.61 eV

[4]
Formula: C10H18N3O2
Source: the Open Molecules 2025 dataset
Level of theory: ωB97M-V with the def2-TZVPD basis set

Last column: natural (NBO) charge in e.
CARTESIAN COORDINATES (ANGSTROEM)
O1 -0.9543 -1.0370 1.2934  -0.667
O2 -0.5622 -1.2766 -0.9386  -0.533
C1 -0.4003 -1.5973 0.3714  0.890
C2 0.3469 2.6619 1.3578  -0.020
C3 1.4201 2.4238 0.5190  -0.079
C4 -0.3502 1.5653 -0.5281  0.473
N1 -0.7535 2.1767 0.6653  -0.293
N2 0.6401 -2.4905 0.6592  -0.452
N3 0.9282 1.7439 -0.6115  -0.288
C5 -2.1385 2.3354 1.1548  -0.413
C6 1.1416 -3.4226 -0.3320  -0.412
C7 0.9999 -2.8528 2.0411  -0.407
C8 1.7806 1.3067 -1.7137  -0.415
C9 -1.6998 -0.4691 -1.3263  -0.067
C10 -1.2640 0.9715 -1.6184  -0.478
H1 0.3052 3.2123 2.3184  0.267
H2 2.4801 2.7436 0.7196  0.266
H3 -2.1782 2.8980 2.0886  0.242
H4 -2.5958 1.3411 1.2573  0.244
H5 -2.6922 2.8856 0.3976  0.219
H6 0.3064 -3.8747 -0.8855  0.208
H7 1.7871 -2.8489 -1.0199  0.197
H8 1.7215 -4.2263 0.1090  0.221
H9 0.2373 -3.5839 2.3512  0.207
H10 0.9809 -1.9517 2.7337  0.227
H11 1.9968 -3.2878 2.0845  0.213
H12 1.2666 1.2811 -2.6751  0.230
H13 2.1444 0.2898 -1.5624  0.238
H14 2.6322 1.9709 -1.7953  0.239
H15 -2.4668 -0.4693 -0.5442  0.215
H16 -2.1626 -0.9600 -2.2252  0.223
H17 -2.1682 1.5637 -1.7875  0.260
H18 -0.7290 0.9771 -2.5581  0.243

Results
**Orbital gap**: 9.5 eV
**Structure (SMILES)**: CN(C)C(=O)OCCc1n(C)cc[n+]1C
**ΔE to the lowest compared entry with this formula, charge and spin**: 40.58 kJ/mol
**Total energy**: -706.3728 Eh
**HOMO**: -11.9 eV
**LUMO**: -2.45 eV
**Charge**: +1